Entry 1:
{"formula": "C27H37N4O3S6SbSiTc", "method": "the ωB97M-V functional and the def2-TZVPD basis", "species": ["H", "H", "C", "H", "S", "C", "H", "C", "H", "H", "N", "H", "S", "H", "C", "C", "H", "H", "S", "H", "S", "H", "O", "H", "C", "C", "C", "H", "C", "Si", "H", "C", "C", "C", "N", "C", "H", "O", "H", "H", "H", "H", "N", "N", "C", "H", "C", "H", "S", "H", "H", "C", "H", "C", "H", "H", "H", "C", "C", "H", "C", "Sb", "C", "O", "H", "C", "H", "H", "C", "C", "C", "Tc", "C", "H", "C", "S", "H", "H", "H", "H"], "positions_angstrom": [[-4.8897, -3.7778, 5.9145], [1.9569, 2.2967, -0.8285], [-3.7395, -2.5716, 4.4599], [-6.7669, 1.9009, 0.0599], [-3.1892, 1.9344, -0.6381], [-2.5083, -2.8555, -2.9065], [-0.3563, -2.9820, 3.9694], [-3.9247, -3.5020, 5.4588], [2.8344, -0.6279, -2.6284], [2.0042, 0.6702, -3.5916], [5.3375, 0.1731, -2.5740], [-0.2157, -4.6488, -2.6803], [2.7385, 1.1945, 1.5324], [4.5507, 1.0593, -4.3197], [-0.3166, 1.4954, 0.5414], [2.7668, 2.5717, -1.4530], [0.3785, 6.5850, -1.9140], [-5.6371, 2.9862, 0.9321], [1.4449, -1.6502, 0.2949], [-2.3303, -4.9616, 0.3554], [-5.0928, 0.7733, 1.3568], [-1.9331, -0.6320, -1.3158], [-0.9230, -1.2668, 2.3944], [1.5498, 0.2402, -1.9755], [0.7150, 5.9516, -1.1112], [-5.0092, 2.0913, -1.0166], [-3.5190, 0.8197, 0.6391], [0.9444, -4.2303, -1.2991], [-1.0824, -1.2279, -1.0551], [-1.4322, -3.0489, -1.3647], [-5.4050, 1.1943, -1.4483], [6.7274, -0.1909, -2.2816], [0.1488, -3.8566, -2.0086], [-5.7246, 2.1143, 0.2939], [-3.1193, -0.7770, 2.1412], [2.4386, 0.3982, -2.6574], [-3.0874, -3.3128, 0.4146], [5.1901, 1.3419, -0.6821], [0.6863, -3.1546, -2.6755], [-2.6912, -3.7842, -3.4858], [2.6605, 6.2855, 1.5503], [3.5797, 3.1261, -0.9367], [3.3690, 1.3528, -2.0147], [-2.6183, -0.0523, 1.0778], [-2.1544, -3.9154, 0.2101], [6.9551, -0.7201, -1.3620], [1.4519, 4.4538, 1.1822], [-0.5284, 4.3311, -1.6167], [1.7450, -0.4542, 1.9324], [5.7480, -0.0861, -4.6780], [-2.0903, -2.0259, -3.5262], [1.5948, 6.4763, -0.2031], [-0.7618, -4.7799, 5.7305], [-2.8533, -4.2953, 5.8617], [6.9851, -0.7898, -3.1815], [-1.4182, -3.6340, 0.9400], [1.8219, 7.5410, -0.2970], [-1.3482, -3.2253, 4.3463], [4.6570, 0.9303, -1.7297], [-0.2892, -0.9619, -1.7486], [4.9430, 0.1547, -3.9860], [5.1523, 0.2036, 1.2728], [0.1677, 4.7289, -0.8923], [-4.7879, -1.9575, 3.8868], [7.3121, 0.7334, -2.2232], [-1.5810, -4.1436, 5.3268], [-5.5976, -2.2513, 4.3586], [2.3155, 3.2343, -2.2086], [1.9958, 5.7037, 0.9267], [-2.4009, -2.3889, 3.9439], [-2.1996, -1.3944, 2.8014], [-0.5673, -0.4372, 0.7926], [-0.0748, 2.6950, 0.4184], [1.7205, 3.9968, 2.1501], [0.5242, 3.9950, 0.2465], [4.6805, -1.9710, 0.7030], [-2.9031, -4.9950, 6.6742], [-5.3383, 2.8630, -1.6858], [4.1067, -0.4972, -4.2410], [-3.4933, -2.5616, -2.6487]], "atomic_forces_ev_per_a": [[0.25, 0.67, -0.48], [-0.37, -0.24, 0.90], [1.48, -0.48, -0.71], [-0.16, 0.10, 0.44], [-1.00, 0.08, -0.53], [0.50, -0.53, -0.39], [-0.20, -0.40, -0.03], [0.12, -1.49, 0.89], [0.22, 0.53, -0.42], [0.25, 0.41, -0.98], [-0.35, -0.47, -0.84], [0.38, -0.14, 0.35], [0.88, 0.53, -0.28], [-0.34, 2.13, -0.12], [-0.10, 0.57, 0.21], [1.47, 0.20, -0.53], [-0.06, -0.09, -0.36], [-0.04, 0.52, -0.44], [-0.20, 0.64, 0.28], [-0.17, -0.56, -0.54], [0.06, -0.01, -0.51], [-0.73, 0.30, -0.19], [-0.52, -0.65, 1.43], [0.79, 0.65, -0.38], [-0.07, 1.08, -0.25], [0.38, -0.53, 0.79], [0.65, -1.10, 0.35], [-1.13, 0.15, -0.61], [0.30, -0.02, 0.81], [0.16, -1.04, -0.19], [0.52, -0.85, -0.73], [0.33, 0.25, -1.20], [0.82, 0.04, 0.15], [-0.48, -0.02, 0.93], [-0.22, -0.55, 0.95], [-0.85, -0.82, 2.54], [0.74, -0.76, 0.13], [1.23, 0.23, 1.99], [-0.32, -0.11, 0.21], [0.58, 0.52, 0.10], [0.13, -0.70, 0.63], [-0.85, -0.30, -0.09], [-0.03, -1.18, -1.24], [0.20, 0.64, -0.25], [-0.62, 2.23, -1.06], [-0.73, -0.36, 0.02], [0.63, 1.26, 0.41], [-0.15, -0.23, 0.18], [-1.55, -1.42, -0.59], [0.28, -0.10, 0.51], [-0.18, -0.84, 0.21], [0.22, -0.31, 1.25], [-0.68, 0.60, -0.48], [0.65, 0.62, 0.07], [0.48, 0.31, 1.03], [0.38, 0.22, 0.75], [0.53, -0.48, 0.13], [-0.23, 1.80, -0.27], [-2.20, 0.93, -0.62], [0.23, -0.02, -0.11], [-0.09, -1.45, -0.42], [-0.58, -1.14, -0.62], [-0.11, -1.02, 0.20], [-0.81, 0.25, 0.46], [0.14, -0.15, -0.31], [0.73, -1.28, 0.81], [0.65, 0.32, -0.44], [0.51, -0.38, -0.27], [-0.32, 1.91, -1.28], [-1.64, 1.03, -1.30], [-0.29, -1.00, 0.30], [1.88, 1.32, -0.81], [0.34, -0.73, 0.13], [-0.42, -0.27, -0.91], [-0.91, -1.10, 0.03], [0.39, 1.72, 0.29], [-0.63, -0.27, 0.16], [0.61, 0.86, -0.15], [0.36, -0.61, 0.42], [-1.11, 0.59, 0.49]], "spin_multiplicity": 1, "gap_ev": 6.074, "e_homo_ev": -10.3706, "e_above_lowest_kcal_mol": 7.0, "total_charge": 1, "lumo_ev": -4.296}

---

Entry 2:
{"formula": "C36H30N2O11P", "method": "the ωB97M-V functional and the def2-TZVPD basis", "species": ["H", "N", "H", "C", "C", "C", "C", "O", "O", "C", "H", "C", "O", "H", "O", "C", "H", "H", "C", "C", "C", "C", "O", "C", "O", "H", "C", "P", "H", "C", "H", "O", "H", "C", "C", "C", "O", "H", "H", "C", "H", "C", "C", "C", "H", "H", "C", "C", "C", "H", "H", "H", "C", "H", "C", "H", "O", "N", "C", "H", "O", "C", "C", "H", "O", "H", "C", "C", "H", "H", "C", "C", "C", "H", "C", "H", "C", "H", "H", "H"], "positions_angstrom": [[-2.5068, 2.7609, -3.6209], [1.2851, -1.3271, 3.0206], [1.0786, 3.9454, -3.8138], [3.9852, -0.0008, -0.8100], [4.1979, -1.3287, -0.1819], [-0.2789, 0.0052, 4.2644], [2.4759, 1.5056, -6.5762], [3.1551, 1.2150, 3.5669], [1.9948, 1.0184, 1.3217], [2.7224, 2.7470, -4.3829], [2.9036, 1.2087, 1.0157], [-7.7779, 3.9846, -3.5898], [-0.1359, 1.7148, -3.0988], [-4.1568, 3.2316, -1.8089], [-9.3139, 0.9354, -4.5519], [-0.9746, 1.9712, -2.2645], [4.2451, 1.1357, -2.6707], [5.2448, -0.7456, -3.9450], [5.1446, -2.1714, -2.2806], [-0.4295, -2.3340, 4.2504], [-8.7452, 3.1095, -3.8507], [0.6685, 2.9275, -5.7100], [-0.4451, 3.3848, -5.8428], [-0.6576, 1.7044, -0.8494], [3.4692, 0.9024, -0.1752], [-6.7988, 0.3627, -4.8123], [4.9410, -0.8416, -2.9108], [1.8739, 1.2501, 2.8722], [0.6372, 1.7975, -7.5875], [3.6610, -4.8486, 5.6379], [3.8912, -1.4289, 0.8535], [-3.6498, 2.7684, 0.7167], [2.9168, 0.8304, -7.2985], [-3.1815, 2.8098, -1.6048], [-1.5201, 1.9753, 0.1151], [3.2993, -3.6170, 6.1536], [5.6306, -3.0934, -2.8946], [-4.9882, 2.0021, -4.3240], [-1.2841, 1.7865, 1.1557], [4.4013, 0.1648, -2.2278], [0.9669, -3.2921, 3.1530], [-0.9358, -1.1131, 4.6805], [-2.8631, 2.5329, -0.1749], [0.9795, -4.2457, 5.9839], [0.3232, 1.2904, -0.6488], [4.6946, -5.1070, 5.4767], [-0.4911, -3.9329, 6.1137], [-7.0032, 1.3702, -4.4732], [2.6932, -5.7894, 5.3157], [0.5816, -6.2065, 5.2287], [-0.7117, -4.4125, 4.0315], [-1.7928, -1.0573, 5.3275], [-6.0373, 2.2458, -4.2117], [4.0584, -2.8975, 6.4071], [-1.0450, -3.6219, 4.6951], [-0.6277, -3.0495, 6.7321], [1.0501, 2.5936, 2.9922], [0.6143, -2.3895, 3.4521], [1.5108, 3.2649, -4.5342], [3.3448, 2.9866, -3.5306], [-5.4662, 4.4192, -3.5061], [-8.4355, 1.7328, -4.3134], [-2.2998, 2.5597, -2.5763], [-0.6222, 0.9769, 4.5729], [4.3906, 1.3162, -5.2101], [0.4360, 2.6430, 3.7314], [1.3500, -5.4916, 5.4790], [-6.3488, 3.6212, -3.7480], [-9.7941, 3.3531, -3.7409], [1.6905, -2.3523, 6.7293], [3.2930, 1.8109, -5.3755], [1.2574, 2.0198, -6.7286], [4.7341, -2.3352, -0.8621], [-1.0313, -4.7583, 6.5615], [1.9529, -3.3209, 6.3250], [4.8963, -3.3124, -0.4251], [0.8474, -0.1799, 3.4404], [2.9679, -6.7616, 4.9422], [-7.9816, 4.9927, -3.2522], [-2.1247, -3.5215, 4.6800]], "atomic_forces_ev_per_a": [[0.02, 0.06, 0.01], [0.10, -0.85, -0.06], [-0.02, 0.04, -0.04], [0.31, -0.65, -0.37], [-0.03, 0.15, 0.19], [-0.08, -0.76, 0.14], [-0.08, -0.05, 0.02], [0.02, -0.04, 0.66], [-3.41, 0.42, 3.55], [0.09, 0.07, 0.00], [0.45, -0.35, -0.41], [-0.04, -0.01, -0.01], [-0.14, -0.17, -0.43], [0.02, 0.07, 0.00], [0.00, -0.03, 0.01], [-0.01, 0.07, 0.24], [0.02, 0.05, -0.03], [0.01, 0.07, 0.00], [0.11, -0.07, -0.13], [-1.07, -1.38, 0.25], [0.02, 0.04, 0.02], [-0.01, 0.08, -0.06], [0.02, -0.03, 0.03], [0.23, -0.12, 0.14], [2.65, 0.32, -2.83], [-0.04, -0.01, -0.01], [-0.05, -0.06, 0.09], [1.38, -0.42, -1.42], [-0.02, 0.03, 0.00], [0.07, -0.23, -0.08], [0.01, 0.06, -0.02], [-0.01, -0.08, -0.04], [0.04, 0.02, 0.00], [0.11, -0.08, -0.02], [-0.17, -0.10, 0.37], [-0.11, -0.20, -0.19], [-0.04, 0.02, 0.03], [0.01, 0.03, -0.01], [-0.06, 0.08, 0.03], [-0.24, 0.07, 0.37], [0.17, -0.01, -0.05], [0.39, 0.63, -0.10], [0.06, 0.15, -0.16], [-0.34, -0.24, 0.26], [0.02, 0.03, -0.02], [0.20, 0.08, 0.08], [0.28, 0.34, -0.41], [0.06, 0.01, 0.01], [-0.32, -0.03, -0.06], [-0.05, -0.23, -0.02], [-0.30, -0.24, -0.19], [-0.20, -0.19, 0.08], [-0.01, -0.02, 0.01], [0.09, 0.17, 0.08], [0.49, 0.15, 0.32], [-0.10, 0.01, 0.26], [-0.89, -0.37, 0.18], [0.06, 0.95, 0.08], [-0.01, 0.12, -0.06], [0.03, 0.03, -0.01], [0.04, -0.09, 0.05], [-0.03, 0.01, -0.01], [-0.09, -0.06, 0.01], [0.03, 0.23, -0.03], [0.00, -0.10, 0.00], [0.13, 0.42, 0.14], [0.29, 0.43, 0.09], [-0.04, 0.05, -0.05], [-0.01, -0.03, -0.01], [-0.18, 0.06, 0.09], [-0.03, 0.10, -0.05], [0.06, -0.09, 0.04], [-0.02, -0.02, 0.01], [-0.16, -0.12, -0.01], [0.28, 0.14, -0.01], [0.02, -0.01, -0.04], [0.00, 1.87, -0.40], [0.17, -0.12, -0.08], [0.04, 0.01, 0.00], [-0.16, -0.09, -0.02]], "spin_multiplicity": 1, "gap_ev": 6.843, "e_homo_ev": -11.7302, "total_charge": 1, "lumo_ev": -4.887}

---

Entry 3:
{"formula": "C2H2Br2S2", "method": "the ωB97M-V functional and the def2-TZVPD basis", "species": ["H", "C", "Br", "H", "S", "S", "Br", "C"], "positions_angstrom": [[-0.9658, 1.3835, -1.3361], [0.9580, 0.2416, 0.4884], [-0.3699, -2.2884, 0.2294], [-1.2333, 0.0469, 0.9846], [1.4244, 0.9403, 1.8349], [-1.3933, 0.0694, -1.3441], [2.1413, -0.0368, -1.1253], [-0.5614, -0.3565, 0.2681]], "atomic_forces_ev_per_a": [[-0.40, -0.83, -0.02], [-1.61, -0.80, -1.22], [-0.28, 0.30, 0.45], [-0.05, -0.26, 1.22], [-0.04, -0.17, -0.41], [1.04, 0.85, 0.53], [-0.99, 0.23, 1.38], [2.33, 0.68, -1.93]], "spin_multiplicity": 1, "gap_ev": 8.406, "e_homo_ev": -9.5086, "e_above_lowest_kcal_mol": 18.1, "total_charge": 0, "lumo_ev": -1.103}